[1]
Computed, not measured: C9H6N2O5STl as an isolated structure at a distorted geometry, with the ωB97M-V functional and the def2-TZVPD basis.

```
24
Properties=species:S:1:pos:R:3
O 0.0030 0.0156 -4.0854
C 0.0132 0.0055 -2.9470
Tl -0.0713 0.0066 0.4336
O 2.3983 -3.0506 -0.2095
C 1.6886 -2.1628 -0.1259
C -1.6010 2.2193 0.2587
O -2.3789 3.0248 0.0430
C -2.1676 -1.7302 -0.0326
O -3.0802 -2.4151 -0.0501
C 2.1658 1.6614 -0.0492
O 3.0635 2.3640 -0.1034
C -0.8066 -0.6992 5.5729
N -0.8214 0.5778 4.8721
C -1.3257 1.7719 5.3395
C -1.1187 2.7079 4.3883
N -0.4971 2.0611 3.3358
C -0.2672 0.7433 3.6562
S 0.6155 -0.5363 2.9396
H -1.3900 -1.4494 5.0197
H 0.2218 -1.0730 5.6719
H -1.2419 -0.5105 6.5552
H -1.7645 1.8023 6.3150
H -1.3639 3.7534 4.3820
H -0.1535 2.5328 2.5050
```

Values from the calculation:
- charge = +3
- Kohn-Sham gap (spin up / spin down) (eV) = 5.24 / 6.63
- relative energy (zero: lowest compared OMol25 entry of this formula, charge and spin) (eV) = 0.082

[2]
Computed, not measured: a 2-piece molecular cluster, C9H6NO2 overall at a distorted geometry, with the ωB97M-V functional and the def2-TZVPD basis.

```
18
Properties=species:S:1:pos:R:3
C 0.6475 -0.4464 2.2647
C 1.2357 -1.4055 1.8021
C -0.4269 2.5622 0.1842
C 0.4114 1.6660 -0.2791
C -1.7787 2.0769 -0.0389
C -0.3414 0.5451 -0.8321
C -1.7047 0.8786 -0.6480
C 0.1320 -0.5483 -1.3751
C 0.9416 -2.9937 -1.2028
N 0.4505 -1.6274 -1.7882
O 2.0236 -2.9442 -0.6590
O 0.1019 -3.8843 -1.4416
H 0.4725 0.5658 2.5080
H -0.0962 3.4205 0.6903
H 1.4170 1.7361 -0.2054
H -2.5778 2.6996 0.3469
H 1.4930 -2.4011 1.5590
H -2.4013 0.1002 -0.8849
```

Values from the calculation:
- charge = -1
- Kohn-Sham gap (eV) = 8.29
- relative energy (zero: lowest compared OMol25 entry of this formula, charge and spin) (eV) = 2.470

[3]
Computed, not measured: one molecule with the formula C9H7BrF7NO4S at a distorted geometry, with the ωB97M-V functional and the def2-TZVPD basis.

```
30
Properties=species:S:1:pos:R:3
C 3.1883 -0.9914 -0.1091
S 2.4933 0.5151 0.5339
O 3.2848 1.6590 0.1635
O 2.3266 0.3455 1.9564
C 0.8396 0.6927 -0.2510
N 1.1293 0.5736 -1.6762
C 1.4255 1.5906 -2.3035
O 1.5752 2.5351 -2.9491
C 0.2326 1.9894 0.2981
Br -1.1638 2.7899 -0.7704
C -0.4242 1.4772 1.6066
O -0.6582 0.0623 1.4425
C -0.0684 -0.4335 0.2904
C -1.0154 -1.0823 -0.7316
F -0.2799 -1.9869 -1.4239
F -1.5571 -0.2195 -1.6195
C -2.1953 -1.8583 -0.0640
F -2.5340 -2.8630 -0.9105
F -1.8143 -2.4198 1.0907
C -3.5034 -1.0261 0.1250
F -4.1802 -0.9554 -1.0160
F -3.2586 0.2039 0.5740
F -4.2743 -1.6536 1.0229
H 2.6396 -1.3691 -0.9698
H 3.1443 -1.7338 0.6841
H 4.2291 -0.8147 -0.3664
H 1.0255 2.6742 0.5918
H 0.1977 1.6618 2.4791
H -1.4203 1.8877 1.7444
H 0.6160 -1.2508 0.5573
```

Values from the calculation:
- SMILES string = CS(=O)(=O)[C@]1(N=C=O)[C@@H](Br)CO[C@H]1C(F)(F)C(F)(F)C(F)(F)F
- Kohn-Sham gap (eV) = 10.95

[4]
Computed, not measured: one molecule with the formula C9H7BrO2 at a distorted geometry, with the ωB97M-V functional and the def2-TZVPD basis.

```
19
Properties=species:S:1:pos:R:3
C -1.1779 -0.4101 -1.9059
C 0.2393 -0.5313 -2.0413
C -1.7097 0.0786 -0.6601
C 1.0521 -0.2297 -0.9693
C -0.8389 0.3459 0.4217
C 0.5614 0.2586 0.2437
C 0.6856 0.0814 2.9939
C 1.3164 2.0908 1.6932
C 1.4624 0.5995 1.4217
O 1.0688 0.2036 4.0931
O 0.3985 2.8019 1.3241
Br 3.1877 -0.0667 1.5296
H -1.6396 -0.8128 -2.7420
H 0.7410 -0.8485 -2.9411
H -2.7948 0.1261 -0.4699
H 2.1588 -0.2725 -0.9451
H -1.1995 0.5487 1.3859
H -0.2678 -0.3037 2.7403
H 2.1451 2.3950 2.3361
```

Values from the calculation:
- SMILES string = O=CC(Br)(C=O)c1ccccc1
- Kohn-Sham gap (eV) = 9.18
- relative energy (zero: lowest compared OMol25 entry of this formula, charge and spin) (eV) = 1.910

Q: Number 2 is which compound?
A: C9H6NO2

Q: Which formula does entry 4 have?
A: C9H7BrO2